# 1
Computed, not measured: C13H14Cl2N2O4 as an isolated structure, with wB97M-V/def2-TZVPD.

As for the electronic energy: -1834.15521 Ha. As for the strongest force on any atom: 17.89 eV/A. The calculation puts the LUMO energy at -0.7 eV. Its charge is 0. As for the energy above the lowest of the compared OMol25 structures with the same formula, charge and spin: 13.3727 eV. The HOMO energy is -8.49 eV.

Last column: Mulliken charge in e.
Positions of all 35 atoms, in Å:
1 C 3.3794 -0.8224 -0.8457  -0.9428
2 C 3.5280 0.5299 -0.0948  -0.2448
3 H 3.7804 0.2181 0.8939  0.3517
4 H 4.3122 1.1340 -0.6007  0.3545
5 O 2.5238 1.2899 -0.1463  -0.3055
6 C 1.6188 0.7873 0.9706  0.5358
7 O 1.7919 -0.1960 1.7805  -0.5609
8 C 0.3365 1.7415 0.8605  -0.9540
9 H 0.7434 2.7286 0.8841  0.5102
10 H -0.2036 1.6463 1.8829  0.3075
11 C -0.7098 1.4761 -0.2224  -0.1382
12 N -1.4191 0.2949 -0.2748  0.5516
13 C -2.5106 0.8860 0.1694  0.2148
14 O -3.6194 -0.0070 0.6429  -0.7925
15 N -2.6648 2.1435 0.2515  0.3650
16 C -3.7901 2.8658 0.3274  -0.8702
17 H -3.6605 3.9456 0.8351  0.2491
18 H -3.9644 3.1523 -0.7671  0.3692
19 H -4.8374 2.3385 0.5358  0.3128
20 O -1.5345 2.6112 -0.1658  -0.2906
21 C -0.8542 -0.9091 -0.2645  -0.9150
22 C -1.1356 -1.8833 1.0523  -0.5927
23 C -0.7359 -3.0859 0.9795  -0.6385
24 C 0.1198 -3.5607 0.0216  0.4745
25 C 0.2007 -2.7390 -1.4684  -1.1908
26 C -0.1999 -1.3075 -1.2498  1.4681
27 Cl 0.2998 -0.2852 -2.6560  -0.1796
28 H 0.7819 -3.0714 -2.0944  0.7132
29 Cl 0.8294 -5.1279 -0.0347  -0.1797
30 H -0.8243 -3.6180 1.8276  0.4930
31 H -1.8288 -1.4096 1.6814  0.5836
32 H 0.0455 1.6819 -1.2987  0.1518
33 H 2.9389 -0.6041 -1.8824  0.1654
34 H 4.4715 -1.3108 -1.1026  0.3379
35 H 2.7909 -1.5337 -0.4279  0.2862

***

# 2
Computed, not measured: one molecule with the formula C3H6N2S, with wB97M-V/def2-TZVPD.

As for the electronic energy: -625.56215 Ha. As for the strongest force on any atom: 2.32 eV/A. The calculation puts the LUMO energy at -0.9 eV. Its charge is 0. As for the energy above the lowest of the compared OMol25 structures with the same formula, charge and spin: 1.6277 eV. The HOMO energy is -9.12 eV.

Last column: Mulliken charge in e.
Positions of all 12 atoms, in Å:
1 C -2.0555 -1.1581 -0.1340  -0.8117
2 N -1.6738 0.2251 -0.1799  -0.5403
3 C -0.5080 0.5750 0.1518  0.7177
4 N -0.1229 1.9591 0.0992  -0.5707
5 C 0.5489 -0.3847 0.6172  -0.4383
6 S 1.9291 -0.5154 -0.2218  -0.1740
7 H -3.1376 -1.2314 -0.4720  0.2690
8 H -2.0426 -1.5998 0.8745  0.3033
9 H -1.4257 -1.8393 -0.7268  0.3140
10 H -0.8393 2.3968 -0.5584  0.3152
11 H 0.8107 2.0512 -0.2981  0.2773
12 H 0.4330 -1.0142 1.4845  0.3386

***

# 3
Computed, not measured: a 7-piece molecular cluster, C7H28N14O7 overall, with wB97M-V/def2-TZVPD.

As for the electronic energy: -1576.82279 Ha. As for the strongest force on any atom: 10.23 eV/A. The calculation puts the LUMO energy at -0.5 eV. Its charge is 0. As for the energy above the lowest of the compared OMol25 structures with the same formula, charge and spin: 7.6713 eV. The HOMO energy is -8.53 eV.

Last column: Mulliken charge in e.
Positions of all 56 atoms, in Å:
1 N 2.6867 -2.4916 1.2889  -0.1172
2 C 3.6649 -1.8566 1.6733  0.5490
3 N 4.6674 -2.2518 1.0504  -0.4797
4 O 3.6434 -1.1851 2.6783  -0.6962
5 H 3.0238 -3.0803 0.5406  0.1008
6 H 1.7219 -2.2660 1.4850  0.1336
7 H 5.4782 -1.7497 1.3829  0.2718
8 H 4.6053 -2.5308 0.0817  0.1924
9 N -1.9976 -2.5678 3.0040  -0.4252
10 C -0.9352 -2.7149 2.3098  0.5101
11 N -0.3616 -3.8008 2.6414  -0.3072
12 O -0.5111 -1.8353 1.6233  -0.3852
13 H -2.5461 -1.7283 2.8837  0.2288
14 H -2.2787 -3.3667 3.5543  0.1128
15 H 0.5915 -4.0344 2.4025  0.1795
16 H -0.8439 -4.5026 3.1845  0.1441
17 N -4.4546 1.5642 -2.4140  -0.3950
18 C -3.2342 1.7585 -1.9770  0.7436
19 N -2.8639 0.8009 -1.2479  -0.0349
20 O -2.4182 2.5399 -2.3945  -0.6921
21 H -4.9223 0.7977 -1.9515  0.1234
22 H -4.9634 2.1178 -3.0883  0.2138
23 H -1.8782 0.6063 -1.1452  0.1051
24 H -3.5864 0.2445 -0.8137  0.1123
25 N -4.3210 4.2454 2.1992  -0.3994
26 C -3.4228 3.4635 1.6743  0.7183
27 N -2.4572 4.1708 1.1184  -0.2793
28 O -3.2755 2.3118 1.9514  -0.6943
29 H -4.3655 5.2111 1.9069  0.1265
30 H -5.0318 3.9564 2.8560  0.2159
31 H -2.5928 5.1498 0.9104  0.1591
32 H -1.5966 3.6967 0.8844  0.1208
33 N -0.6398 1.5567 0.8731  -0.1503
34 C 0.2967 1.4854 1.8095  0.5546
35 N 1.2926 0.7975 1.4645  -0.1283
36 O 0.2585 2.1588 2.8388  -0.7365
37 H -1.5876 1.8409 1.0754  0.4486
38 H -0.5679 1.1830 -0.0624  -0.1338
39 H 1.9935 0.6930 2.1841  0.1827
40 H 1.1785 0.2780 0.6059  -0.0795
41 N 2.5188 0.8735 -2.6966  -0.1875
42 C 3.5900 0.9444 -3.4720  0.6416
43 N 4.4126 0.0269 -3.1900  -0.3029
44 O 3.6477 1.6545 -4.4186  -0.6485
45 H 1.6724 1.3803 -2.9131  0.1385
46 H 2.5857 0.2603 -1.8968  0.0194
47 H 5.2113 -0.0601 -3.8020  0.2001
48 H 4.3718 -0.5530 -2.3641  0.1128
49 N 0.4572 -2.2202 -1.0941  -0.1172
50 C 0.1045 -1.4899 -2.0859  0.4841
51 N 0.7956 -2.0236 -3.0240  -0.3964
52 O -0.4550 -0.4351 -1.9444  -0.6160
53 H 0.2230 -1.8068 -0.2028  0.0078
54 H 1.1664 -2.9306 -1.2056  0.1482
55 H 0.8919 -1.4337 -3.8382  0.2513
56 H 1.3572 -2.8529 -2.8940  0.1513